1.
Density functional theory data (ωB97M-V/def2-TZVPD) for C30H46N3O4OsP2S2 as an isolated structure at a distorted geometry.

Atoms and positions in Å:
H 5.01 -2.85 2.42
C 3.90 -1.22 -2.68
C -3.25 -0.06 1.60
C -1.51 3.19 4.82
H -0.14 -2.00 -3.56
H -5.16 0.79 -0.83
H -2.12 -3.17 -4.34
H -4.42 -1.53 -1.16
H -4.32 0.81 -2.38
H 4.99 -1.79 1.03
H -2.73 -2.16 1.82
H 3.56 -3.92 -0.12
H 0.18 -3.12 -1.22
H -5.29 0.61 1.16
C 2.23 -1.23 -0.92
H -0.07 2.26 3.50
H 3.24 -0.43 -4.55
H 5.31 -2.23 -3.95
P -2.29 0.34 0.08
S -1.02 3.43 0.95
O 3.07 1.95 2.45
H 3.99 -4.58 1.45
H -1.17 2.83 5.77
C 1.67 -0.42 -3.12
C 5.31 -1.50 -3.15
H -4.98 -3.90 -2.51
H -3.08 0.86 2.18
H 4.26 -1.88 -0.69
C -2.24 2.31 -1.89
O 2.52 -0.29 1.68
H -3.04 -1.32 3.34
C 0.24 -2.65 0.92
H -0.76 -4.17 -0.18
H -4.43 -3.76 -4.17
N -0.85 2.90 3.64
C -3.47 -1.63 -1.67
H 2.58 -2.87 2.58
C -3.15 1.73 -0.80
S 2.13 1.26 1.65
H -3.28 4.47 5.10
H -3.64 5.90 2.89
H -4.38 4.44 2.21
N -0.02 -0.37 -1.32
H -1.52 -1.04 2.49
H 2.33 -4.64 0.93
H -0.92 -3.72 2.36
H 5.93 -1.88 -2.34
O 2.03 1.57 0.21
C -4.49 1.37 -1.46
C -2.36 -0.93 -1.22
C -1.14 -1.06 -1.90
C -3.44 4.98 2.35
C -4.76 -0.28 1.51
C 0.10 -3.35 2.27
H -2.05 1.57 -2.67
H -5.00 2.29 -1.73
C 3.22 -4.02 0.92
C -4.63 -3.19 -3.27
H 4.39 -1.22 2.58
H -3.00 5.20 1.39
C -2.59 -1.22 2.35
C -2.54 3.99 4.49
C 3.04 -2.66 1.61
H 0.95 0.05 -3.79
N -2.50 4.17 3.11
H -5.14 -0.52 2.50
C -3.41 -2.45 -2.80
C 2.96 -0.67 -3.54
H 0.28 -2.67 3.11
Os -0.01 0.66 0.24
O 0.73 1.27 2.17
P 1.75 -1.51 0.82
H -5.02 -1.12 0.86
H -2.74 3.16 -2.36
C -2.20 -2.54 -3.46
H 5.77 -0.59 -3.53
C 0.18 -3.63 -0.26
C 3.52 -1.49 -1.37
C -1.46 3.48 2.59
H -5.45 -2.51 -3.47
H -0.59 -1.97 0.82
H 0.98 -4.36 -0.27
C -1.07 -1.87 -3.02
H -3.30 2.49 -0.03
C 4.43 -2.08 1.92
H -1.28 2.66 -1.51
H 0.77 -4.20 2.37
C 1.29 -0.70 -1.81

Total charge ... +1
HOMO energy (spin up / spin down) ... -10.18 / -10.18 eV
Orbital gap (spin up / spin down) ... 0.2559 / 0.2559 Ha
2S+1 ... 1
LUMO (spin up / spin down) ... -3.215 / -3.214 eV
Energy relative to the best compared isomer or geometry (same formula, charge and spin) ... 294.6 kJ/mol

Löwdin population analysis, charges in e, atoms 1 to 2: H 0.0877; C -0.2412

2.
Density functional theory data (ωB97M-V/def2-TZVPD) for C30H46O2P2Tc as an isolated structure at a distorted geometry.

Atoms and positions in Å:
C -2.14 0.36 -5.53
C 3.01 -0.55 -5.62
O 2.41 -0.17 1.77
H -1.42 2.39 0.61
C 1.45 2.53 4.06
C 1.98 3.34 5.07
C -0.36 1.91 -1.22
O 0.52 1.06 1.95
H 1.37 1.49 -4.75
H 1.28 -2.75 5.09
H -2.07 -2.14 -2.02
H 1.68 -3.08 1.66
C 0.64 -3.35 1.90
H 3.75 3.85 6.21
C -1.90 -0.85 3.12
H -0.06 -2.40 -0.96
H -0.96 2.15 -2.11
H 1.35 4.08 5.55
P 1.39 -0.94 -4.81
C 0.69 -1.83 -6.29
H -3.31 0.65 3.66
H 1.64 -1.01 5.18
H 0.83 0.82 -2.69
H -3.25 -2.15 0.92
C -1.60 -1.16 -1.87
C -0.95 -0.03 5.37
H -0.38 -2.02 -6.17
H -2.73 -3.44 2.03
H 3.66 -1.43 -5.57
H -3.03 0.66 0.67
C -1.23 1.54 -0.05
C 0.22 -1.56 3.66
C -0.88 -0.75 4.07
C 4.12 2.20 4.86
H -2.02 0.89 -6.48
H 5.16 2.07 5.18
H 0.51 0.90 -6.21
H -3.86 -0.46 2.39
C 1.42 -1.83 4.49
H -3.56 -0.78 -1.08
C -1.08 2.84 -4.62
C 0.77 0.93 -1.59
H 1.73 1.40 -1.31
H 1.72 -0.88 -0.88
H -1.09 3.02 -5.70
C 1.76 0.75 2.29
C 0.72 -0.43 -0.95
H -3.16 0.52 -5.16
H -1.99 -0.72 -5.67
C -3.29 -0.39 3.32
H -0.86 -0.73 6.21
H -2.96 0.51 -2.09
C 0.65 0.74 -5.13
C -0.09 -2.20 2.45
H 3.49 0.27 -5.07
C -2.38 -2.68 1.32
C 2.28 1.58 3.42
H 0.86 -1.26 -7.22
C -0.37 -1.35 -1.02
C -2.65 -0.20 -1.30
C 3.59 1.39 3.85
C -2.22 0.52 -0.05
H -1.89 -3.20 0.49
H 2.88 -0.24 -6.66
H -2.00 3.24 -4.17
H 0.67 -4.18 2.62
C 3.33 3.19 5.45
H -1.32 -0.82 -2.88
H 2.30 -1.98 3.85
P -0.97 1.03 -4.27
H 0.17 -3.72 0.98
H -1.90 0.50 5.47
H 1.20 -2.79 -6.38
C -1.44 -1.74 2.01
H -0.22 3.36 -4.16
H 0.14 2.85 -0.96
H -3.80 -1.00 4.08
Tc -0.44 -0.27 0.79
H 0.42 2.62 3.74
H -0.14 0.71 5.47
H 4.19 0.61 3.38

Total charge ... +2
HOMO energy (spin up / spin down) ... -13.07 / -13.08 eV
Orbital gap (spin up / spin down) ... 0.1707 / 0.1399 Ha
2S+1 ... 4
LUMO (spin up / spin down) ... -8.426 / -9.271 eV

Löwdin population analysis, charges in e, atoms 1 to 2: C -0.2658; C -0.3089

3.
Density functional theory data (ωB97M-V/def2-TZVPD) for C30H47AuN4O4SSb as an isolated structure at a distorted geometry.

Atoms and positions in Å:
H -6.33 0.12 1.95
H -5.48 2.12 0.67
N 0.59 3.89 0.49
C 1.34 -1.74 -1.05
Au 1.11 1.16 -0.28
C -3.68 1.03 2.33
C -1.19 5.32 2.00
H 5.23 4.02 -2.90
H -4.39 1.71 2.82
H -4.57 -3.57 0.28
H -2.81 1.61 2.01
H -5.90 -1.16 0.81
C 3.79 0.84 -1.03
C -4.35 0.35 1.14
H 6.63 1.97 -2.56
O 3.02 0.67 -1.98
H -3.35 0.30 3.07
C -3.17 -1.23 -1.95
C -1.62 4.27 1.23
C -1.75 -3.71 0.38
H -2.82 -1.93 3.16
H -0.79 -3.21 0.22
Sb -2.67 -0.82 0.20
S -1.17 2.09 -0.41
H 2.28 -3.53 -1.74
O 7.26 1.59 -0.06
C -2.71 -2.85 1.19
C -1.86 -1.68 -2.58
C 1.83 -2.60 1.47
H 1.17 -1.33 -2.04
H -4.05 1.92 -0.35
H -2.02 -1.94 -3.63
C 2.22 -3.41 0.41
C 5.29 0.93 -1.26
H 4.60 -1.59 -0.24
H 0.56 6.41 2.66
H 5.53 3.74 -1.18
H -5.22 -1.15 2.45
C 1.97 -2.96 -0.87
H -2.99 0.90 -2.37
C 5.04 3.34 -2.06
H -5.49 0.92 -0.62
H -1.55 -4.65 0.92
C 5.78 -0.47 -1.68
C 3.99 1.21 1.33
N 3.26 0.93 0.21
H 5.21 -0.77 -2.56
H 2.10 5.03 1.23
H 6.27 -1.31 0.27
H -4.50 -2.45 -3.14
H 5.06 1.56 -3.29
H 6.83 -0.38 -1.96
H -5.16 -2.03 -1.56
N 0.93 -0.98 -0.04
C -3.64 0.06 -2.62
H 3.96 3.33 -1.88
H 0.89 -0.74 2.00
C -0.71 3.50 0.49
H -1.12 -0.87 -2.54
C -5.51 -0.52 1.61
H -3.60 -0.07 -3.71
C -4.86 1.39 0.14
H 2.03 -2.88 2.49
H -1.89 5.89 2.59
C 0.17 5.62 2.04
C -4.08 -3.52 1.25
H -4.66 0.31 -2.35
H -1.17 -2.20 2.58
O 3.52 1.27 2.45
H -3.97 -4.55 1.61
C 1.04 4.88 1.27
C -2.18 -2.61 2.60
O 1.47 3.28 -0.29
C 1.20 -1.41 1.20
H 5.87 1.69 1.98
H -2.66 4.00 1.20
H 5.91 -2.51 -0.97
H 2.73 -4.35 0.58
H -2.14 -3.56 3.15
H -4.75 -3.01 1.94
C 5.63 -1.53 -0.58
N 5.36 1.43 1.15
H -3.90 -3.27 -1.70
C 6.07 1.35 -0.03
C -4.25 -2.31 -2.08
H -1.43 -2.55 -2.07
H -2.17 -3.97 -0.59
C 5.55 1.94 -2.39

HOMO energy (spin up / spin down) ... -7.10 / -7.09 eV
Orbital gap (spin up / spin down) ... 0.2655 / 0.2279 Ha
2S+1 ... 2
LUMO (spin up / spin down) ... 0.121 / -0.886 eV
Energy relative to the best compared isomer or geometry (same formula, charge and spin) ... 98.0 kJ/mol

Löwdin population analysis, charges in e, atoms 1 to 2: H 0.0863; H 0.0862

4.
Density functional theory data (ωB97M-V/def2-TZVPD) for a 7-piece molecular cluster, C30H47BFN4O21 overall.

Atoms and positions in Å:
H 3.46 5.18 0.42
H 6.51 2.73 -2.08
O 5.28 6.13 0.11
O 0.29 -9.03 0.79
B 3.58 5.25 -3.97
O -3.84 2.26 -0.89
H 2.25 6.28 3.00
C -4.72 -4.52 5.89
H -4.61 -5.61 5.83
H 2.51 5.75 -5.55
H 1.20 1.57 -2.54
C 6.17 3.76 -2.19
C 2.18 -10.00 -0.38
O 3.08 6.14 -4.88
H 2.13 -10.89 0.26
C -2.20 -4.47 6.33
H 4.69 4.95 1.69
C 3.22 6.78 3.06
H 0.54 2.50 1.75
H -1.12 -5.20 0.72
H -2.94 0.47 1.31
O -4.30 0.81 -2.55
C -3.74 0.61 -3.88
H -3.34 -4.44 -1.81
H -3.64 -0.88 -5.40
C -3.57 1.72 -1.91
O -2.28 2.15 3.27
O -1.97 3.57 5.00
H -1.58 -4.69 -1.68
H -1.77 1.34 -4.50
H 4.96 3.13 -3.86
N 0.58 3.56 -2.39
H 7.00 4.44 -2.03
H -1.47 5.87 -3.24
O -2.15 -2.74 -2.07
H -3.40 -3.22 0.29
C -4.01 -0.78 -4.39
H 3.88 6.18 3.69
C 0.85 2.27 -1.78
C -2.07 -4.73 0.99
H 0.70 -8.04 -2.25
H -1.28 -3.97 6.01
C -0.54 -7.97 0.65
C 1.35 4.46 -3.06
H -1.97 -4.31 1.99
H -1.55 -0.22 2.14
C -2.44 -3.65 0.02
O 4.89 5.21 -3.66
H -1.36 0.44 0.51
H 3.09 3.49 -2.84
H 0.29 1.26 3.00
C -2.28 0.95 -3.62
H -1.70 0.13 -3.19
H -0.08 1.86 -1.38
C 1.88 2.39 -0.69
N 0.60 5.49 -3.46
O -0.31 3.15 3.53
H -1.49 3.60 -1.99
O -1.30 -7.58 1.47
C -0.63 5.22 -3.05
H -3.53 -1.52 -3.75
N -0.68 4.07 -2.39
H -2.26 -4.42 7.41
H -5.25 -4.26 6.79
O -5.45 -4.08 4.73
C -2.41 -4.02 -1.44
H 3.09 7.75 3.53
H 6.40 4.02 -4.33
O 5.06 7.65 1.72
O 6.80 7.78 0.29
C 3.81 6.94 1.68
O -1.46 -2.56 0.02
O -2.40 1.95 -2.58
C -1.87 0.58 1.47
N 2.67 4.31 -3.25
C -4.56 -3.79 3.77
H 3.13 7.50 1.04
F 2.52 1.24 -0.50
C -1.48 -1.99 -1.18
H 0.12 -10.04 -0.98
C 5.82 7.25 0.67
H -5.08 -0.97 -4.39
O -0.97 -0.93 -1.44
H 2.90 -9.32 0.08
C 4.25 5.66 0.99
C -1.56 1.93 2.05
H -2.13 -5.51 6.02
H 2.55 -10.30 -1.36
H -2.84 -5.50 1.01
O -0.37 -7.40 -0.58
C 0.83 -9.36 -0.50
H -1.86 2.72 1.35
C 0.80 -8.00 -1.17
O -3.31 -3.78 4.26
C 5.60 3.97 -3.58
H 1.67 -7.40 -0.90
O -4.84 -3.57 2.63
H -3.48 -2.77 6.04
H -4.19 1.36 -4.54
O 2.14 3.34 -0.05
C -0.14 2.15 2.53
C -3.40 -3.80 5.71
H 5.40 3.96 -1.44
C -1.57 3.02 4.04

Total charge ... +1
HOMO energy ... -12.45 eV
Orbital gap ... 0.3557 Ha
2S+1 ... 1
LUMO ... -2.773 eV

Löwdin population analysis, charges in e, atoms 1 to 2: H 0.1015; H 0.0839

5.
Density functional theory data (ωB97M-V/def2-TZVPD) for a 2-piece molecular cluster, C30H47N2O3P2Si2 overall at a distorted geometry.

Atoms and positions in Å:
H 3.82 1.41 3.13
H -0.94 -0.59 1.58
N -0.52 -5.87 -3.35
H -0.60 5.67 3.77
C -3.79 5.57 4.05
C 3.43 1.45 2.02
H 4.27 1.10 1.28
C 2.17 3.87 2.46
H -4.66 5.26 4.79
C -1.97 1.07 -1.80
H -2.50 -8.33 -3.69
H -0.18 8.48 1.17
H 1.96 -1.76 1.48
C -1.55 -8.70 -3.30
C -1.02 -0.15 0.50
H -3.32 6.59 4.36
C 1.83 5.38 1.84
H -2.08 -3.28 -2.38
H -0.35 -2.95 -2.12
O 4.16 5.01 -2.94
H 3.39 -0.83 0.67
H 0.40 -5.10 0.39
H 1.73 -9.09 -3.27
H 2.44 3.29 -3.02
H -0.72 -7.38 -6.14
Si -0.15 -7.53 -3.71
C 2.22 -0.75 0.89
C 0.57 -5.63 -0.55
C -2.68 4.34 4.12
H -0.26 5.16 -2.67
C 1.41 -8.13 -2.85
H 1.00 -7.04 -5.87
C -0.43 0.50 -1.86
C -1.22 -3.51 -1.74
H -4.25 5.57 2.96
C 3.04 3.01 1.57
H -3.22 -6.17 -1.72
H -2.63 1.63 -2.59
O 4.74 3.18 -0.37
H -1.65 6.28 -2.08
H 1.24 -8.29 -1.78
C -0.71 7.59 0.59
C -2.31 1.52 4.48
H 0.25 0.58 -2.84
H -4.47 2.67 4.57
H -2.79 0.46 4.67
H 1.98 4.15 4.73
H 1.39 -1.83 -0.96
P 2.64 4.64 -2.57
H -1.44 -3.15 -0.73
P 0.47 6.73 -0.69
C 3.57 3.59 0.13
H -1.13 6.79 1.34
H 0.02 0.88 4.38
H 2.02 2.32 4.27
C 2.02 0.59 1.82
H -2.70 -5.69 -0.09
C -2.30 0.64 -0.23
C -0.03 3.29 4.04
H -2.19 -7.24 -0.75
C -0.71 1.79 4.30
H -1.65 8.02 -0.02
H -1.65 -8.85 -2.22
C 1.47 -0.70 -0.57
H 1.17 1.31 1.47
C -2.39 -6.20 -1.01
H 2.09 -0.13 -1.41
C 2.55 4.66 -0.65
H -3.35 0.90 0.24
N 0.06 -0.15 -0.55
H 0.70 -6.69 -0.30
H 1.81 5.62 -3.22
C -3.31 2.82 4.41
H 1.71 0.24 2.92
C -0.76 5.60 -1.71
Si -0.87 -5.36 -1.72
O 1.73 6.40 2.70
H 0.41 -8.71 -5.83
C 1.68 5.53 0.18
C -1.04 4.59 3.94
H 2.23 -7.42 -2.97
H 1.50 -5.26 -0.98
C 0.17 -7.68 -5.57
C 1.61 3.36 3.92
H -1.13 4.72 -1.01
H -1.37 -9.68 -3.75

Total charge ... -1
HOMO energy ... -3.18 eV
Orbital gap ... 0.0992 Ha
2S+1 ... 1
LUMO ... -0.485 eV
Energy relative to the best compared isomer or geometry (same formula, charge and spin) ... 2156.3 kJ/mol

Löwdin population analysis, charges in e, atoms 1 to 2: H 0.1163; H 0.1050